This record from OMol25 describes a single C4H6N2O molecule. The level of theory is wB97M-V/def2-TZVPD.

Results
Molar mass   98.1 g/mol
Lowest unoccupied orbital energy   0.848 eV
E_tot   -9272.51221 eV
HOMO   -7.442 eV
SMILES   Nc1c[nH]c(O)c1
Gap between HOMO and LUMO   0.305 Eh

```
13
C4H6N2O (wB97M-V/def2-TZVPD)
N -2.11 0.72 -0.52
C -0.84 0.15 -0.30
C -0.49 -1.17 -0.19
N 0.86 -1.22 0.11
C 1.34 0.05 0.19
O 2.64 0.24 0.55
C 0.34 0.93 -0.09
H -2.82 0.01 -0.66
H -2.38 1.26 0.29
H -1.09 -2.07 -0.24
H 1.43 -2.05 0.21
H 2.71 1.15 0.84
H 0.42 2.01 -0.18
```

=====

This record from OMol25 describes an isolated ion of composition C4H8NS and charge +1 at a distorted geometry. The level of theory is wB97M-V/def2-TZVPD.

Results
Molar mass   102.2 g/mol
Lowest unoccupied orbital energy (alpha / beta)   -4.762 / -4.763 eV
Net charge   +1
E_tot   -16591.66162 eV
HOMO (alpha / beta)   -12.416 / -12.411 eV
Gap between HOMO and LUMO (alpha / beta)   0.281 / 0.281 Eh

```
14
C4H8NS (wB97M-V/def2-TZVPD)
C -2.53 0.01 0.17
C -1.30 -0.90 0.29
C -0.77 1.44 0.09
C 0.95 -0.27 -0.38
N -0.22 0.04 0.42
S -4.00 0.08 -0.16
H -1.46 -1.49 1.18
H -1.19 -1.66 -0.59
H -0.66 1.60 -0.96
H -0.88 2.22 0.83
H 0.86 0.19 -1.41
H 1.72 0.26 0.05
H 1.01 -1.30 -0.50
H 0.27 0.02 1.40
```

=====

This record from OMol25 describes C29H57BNO6OsSbSi3 as an isolated structure at a distorted geometry. The level of theory is wB97M-V/def2-TZVPD.

Results
Molar mass   922.8 g/mol
<S²>   6.023
Lowest unoccupied orbital energy (alpha / beta)   -6.104 / -7.890 eV
Multiplicity   5
Net charge   +2
E_tot   -78074.77430 eV
HOMO (alpha / beta)   -13.181 / -13.130 eV
Gap between HOMO and LUMO (alpha / beta)   0.260 / 0.193 Eh

```
99
C29H57BNO6OsSbSi3 (wB97M-V/def2-TZVPD)
Os -1.65 0.12 0.37
C -2.00 -3.74 2.56
C -2.53 -2.42 1.95
C -3.60 -1.96 2.97
O -1.58 -1.30 2.11
C -3.07 -2.44 0.52
O -3.49 -3.46 -0.02
O -3.17 -1.14 0.05
H -1.44 -3.45 3.45
H -1.35 -4.29 1.87
H -2.92 -4.33 2.76
H -3.15 -1.96 4.00
H -4.43 -2.62 2.93
H -4.06 -0.97 2.77
H -0.66 -1.62 2.05
C -2.64 -1.12 -5.44
Si -2.53 -1.83 -3.67
C -4.23 -1.69 -2.90
C -1.58 -3.49 -3.44
Sb -1.14 -0.07 -2.16
Si 1.40 0.16 -3.22
C 2.41 1.61 -2.54
C 0.94 0.39 -5.04
C 2.26 -1.47 -2.82
Si -2.35 2.47 -2.46
C -1.04 3.52 -1.67
C -4.14 2.59 -1.97
C -2.41 2.80 -4.34
H -2.86 -2.03 -6.03
H -1.68 -0.68 -5.79
H -3.44 -0.37 -5.63
H -4.93 -2.23 -3.54
H -4.63 -0.69 -2.83
H -4.33 -2.07 -1.86
H -2.19 -4.36 -3.72
H -1.17 -3.65 -2.43
H -0.65 -3.41 -4.08
H 1.75 2.45 -2.17
H 3.04 2.07 -3.37
H 3.06 1.26 -1.70
H 0.17 1.13 -5.21
H 0.63 -0.61 -5.43
H 1.79 0.75 -5.62
H 2.58 -1.48 -1.77
H 3.15 -1.61 -3.51
H 1.59 -2.32 -3.02
H -1.16 3.59 -0.56
H -0.97 4.51 -2.15
H -0.10 3.04 -1.83
H -4.78 1.78 -2.30
H -4.60 3.52 -2.47
H -4.28 2.77 -0.91
H -1.56 2.30 -4.85
H -2.35 3.88 -4.59
H -3.36 2.42 -4.73
O -2.97 1.63 0.99
C -2.57 1.94 2.22
C -3.55 2.42 3.20
C -3.24 3.77 3.86
C -2.44 3.67 5.15
C -1.05 3.04 4.83
C -0.95 1.66 4.04
N -1.36 1.65 2.65
H -3.57 1.66 4.02
H -4.56 2.40 2.77
H -4.24 4.25 4.06
H -2.78 4.50 3.15
H -2.96 3.07 5.88
H -2.33 4.71 5.54
H -0.49 2.96 5.78
H -0.47 3.77 4.26
H -1.51 0.91 4.62
H 0.13 1.37 4.07
H -0.67 1.51 1.84
C 6.17 -3.26 0.91
C 6.26 -1.79 1.28
C 7.05 -1.59 2.59
C 7.10 -1.05 0.20
C 4.91 -1.13 1.35
C 4.90 0.27 1.49
C 3.71 1.03 1.34
C 2.58 0.30 1.09
O 1.31 0.83 0.84
B 0.36 -0.27 0.66
O 1.17 -1.47 0.92
C 2.52 -1.09 1.17
C 3.66 -1.84 1.33
H 7.20 -3.62 0.71
H 5.56 -3.34 0.03
H 5.74 -3.89 1.67
H 8.01 -2.15 2.54
H 6.43 -1.95 3.45
H 7.27 -0.54 2.76
H 8.16 -1.45 0.09
H 7.17 0.01 0.47
H 6.63 -1.13 -0.80
H 5.83 0.77 1.73
H 3.68 2.13 1.36
H 3.63 -2.91 1.32
```

=====

This record from OMol25 describes C28H30GeNO4PSTeV as an isolated structure. The level of theory is wB97M-V/def2-TZVPD.

Results
Molar mass   758.7 g/mol
<S²>   0.843
Lowest unoccupied orbital energy (alpha / beta)   4.323 / 4.403 eV
Multiplicity   2
Net charge   -2
E_tot   -148823.63594 eV
HOMO (alpha / beta)   -0.155 / 0.761 eV
Gap between HOMO and LUMO (alpha / beta)   0.165 / 0.134 Eh

```
68
C28H30GeNO4PSTeV (wB97M-V/def2-TZVPD)
V 1.41 -0.37 -1.34
O 0.41 -2.06 -1.97
N -0.68 -1.97 -2.70
C -1.19 -3.12 -3.18
C -2.33 -3.15 -3.94
C -2.98 -1.95 -4.22
C -2.45 -0.78 -3.73
C -1.28 -0.76 -2.96
S -0.61 0.67 -2.30
H -0.62 -3.98 -2.90
H -2.71 -4.10 -4.29
H -3.89 -1.93 -4.82
H -2.92 0.17 -3.93
C 1.91 3.42 -1.88
C 2.78 2.37 -2.55
O 2.89 1.26 -1.67
P 3.63 -0.19 -2.13
O 3.72 -1.03 -0.89
Te 3.04 -0.80 -4.40
O 5.15 0.43 -2.38
C 5.86 0.84 -1.21
C 6.78 -0.26 -0.72
H 1.84 4.30 -2.52
H 2.33 3.72 -0.91
H 0.91 3.03 -1.71
H 3.78 2.75 -2.75
H 2.34 2.06 -3.49
H 5.17 1.13 -0.42
H 6.44 1.73 -1.49
H 6.18 -1.13 -0.44
H 7.35 0.07 0.15
H 7.47 -0.55 -1.51
C 1.10 -0.18 0.57
Ge -0.55 -0.10 1.44
C -1.55 1.61 1.16
C -0.82 2.73 0.75
C -1.44 3.96 0.56
C -2.80 4.10 0.77
C -3.55 3.00 1.17
C -2.92 1.77 1.36
C -1.95 -1.46 1.00
C -2.81 -1.29 -0.08
C -3.69 -2.30 -0.47
C -3.74 -3.50 0.23
C -2.90 -3.68 1.32
C -2.01 -2.68 1.69
C -0.47 -0.24 3.43
C 0.76 -0.27 4.09
C 0.84 -0.35 5.48
C -0.32 -0.41 6.24
C -1.56 -0.38 5.61
C -1.62 -0.30 4.22
H 1.96 -0.30 1.24
H 0.24 2.60 0.58
H -0.85 4.81 0.23
H -3.29 5.05 0.61
H -4.62 3.10 1.33
H -3.52 0.91 1.66
H -2.78 -0.37 -0.65
H -4.33 -2.15 -1.34
H -4.42 -4.28 -0.08
H -2.92 -4.61 1.87
H -1.34 -2.84 2.53
H 1.67 -0.22 3.50
H 1.81 -0.37 5.96
H -0.26 -0.47 7.32
H -2.47 -0.43 6.20
H -2.60 -0.29 3.74
```

=====

This record from OMol25 describes C27H44BrN3OP2Pd as an isolated structure at a distorted geometry. The level of theory is wB97M-V/def2-TZVPD.

Results
Molar mass   674.9 g/mol
<S²>   2.053
Lowest unoccupied orbital energy (alpha / beta)   -7.392 / -8.877 eV
Multiplicity   3
Net charge   +2
E_tot   -127313.57210 eV
HOMO (alpha / beta)   -13.962 / -13.930 eV
Gap between HOMO and LUMO (alpha / beta)   0.241 / 0.186 Eh

```
79
C27H44BrN3OP2Pd (wB97M-V/def2-TZVPD)
C 3.44 5.30 -0.96
C 2.24 4.79 -1.46
C 2.20 4.34 -2.80
C 3.35 4.52 -3.58
N 4.46 5.06 -3.10
C 4.52 5.44 -1.83
C 1.08 4.72 -0.62
C 0.13 4.40 0.09
C -0.92 3.71 0.77
C -0.73 3.28 2.10
C -1.26 2.04 2.45
C -1.83 1.31 1.41
C -2.51 1.95 0.36
C -2.03 3.22 0.03
Pd -1.37 -0.69 1.46
P 0.61 -0.32 0.44
H 1.30 3.90 -3.24
H 3.53 5.61 0.08
H 3.35 4.23 -4.63
H 5.45 5.87 -1.48
H -2.36 3.75 -0.87
H -0.05 3.83 2.77
H -3.29 1.45 -0.18
H -1.12 1.57 3.43
C 1.48 -1.94 0.54
C 2.75 -2.15 -0.28
H 0.71 -2.69 0.29
H 1.67 -2.06 1.62
H 3.11 -3.16 -0.06
H 2.57 -2.09 -1.36
H 3.54 -1.45 0.00
C 0.68 0.28 -1.29
C 2.03 0.78 -1.83
H -0.06 1.09 -1.34
H 0.29 -0.54 -1.92
H 1.92 1.00 -2.91
H 2.34 1.71 -1.35
H 2.83 0.04 -1.73
C 1.61 0.96 1.29
C 3.11 0.73 1.39
H 1.19 1.04 2.29
H 1.39 1.91 0.77
H 3.55 1.56 1.94
H 3.33 -0.19 1.94
H 3.61 0.69 0.41
Br -1.65 -3.20 1.84
P -2.47 -2.11 -1.14
C -1.20 -2.73 -2.34
C -1.55 -3.99 -3.11
H -0.30 -2.89 -1.72
H -0.99 -1.90 -3.03
H -0.70 -4.24 -3.76
H -1.71 -4.85 -2.45
H -2.42 -3.86 -3.77
C -3.56 -3.55 -0.74
C -4.86 -3.70 -1.51
H -3.77 -3.40 0.33
H -2.95 -4.46 -0.80
H -5.43 -4.51 -1.04
H -5.48 -2.80 -1.45
H -4.71 -3.98 -2.56
C -3.47 -0.87 -2.06
C -3.79 -1.19 -3.51
H -2.89 0.07 -1.98
H -4.39 -0.72 -1.46
H -4.36 -0.35 -3.92
H -2.89 -1.30 -4.12
H -4.41 -2.09 -3.62
C 1.06 -0.15 6.31
N 0.81 -1.48 5.83
C 0.64 -1.78 4.50
N 0.51 -3.14 4.30
O 0.65 -0.93 3.59
H 0.69 0.59 5.59
H 2.13 0.03 6.49
H 0.52 -0.01 7.26
H 0.85 -2.25 6.47
H 0.04 -3.40 3.42
H 0.23 -3.67 5.11
```

=====

This record from OMol25 describes C31H62NO7PSi2 as an isolated structure at a distorted geometry. The level of theory is wB97M-V/def2-TZVPD.

Results
Molar mass   648.0 g/mol
Lowest unoccupied orbital energy   -0.645 eV
E_tot   -74018.90797 eV
HOMO   -5.737 eV
Gap between HOMO and LUMO   0.187 Eh

```
104
C31H62NO7PSi2 (wB97M-V/def2-TZVPD)
C 7.66 0.14 4.25
C 6.43 -0.19 3.38
C 6.62 -1.52 2.60
C 6.09 -1.34 1.15
C 4.60 -0.89 1.22
C 3.78 -1.27 -0.03
C 2.68 -0.18 -0.30
C 1.33 -0.85 -0.68
Si 0.00 -0.50 0.63
C 0.26 -1.77 2.00
C -0.13 -1.25 3.39
C 0.88 -0.23 3.95
O -1.45 -0.74 3.40
C -2.06 -0.71 4.70
C -3.33 -1.52 4.61
C -4.41 -1.02 3.93
C -5.56 -1.75 3.80
C -5.63 -3.01 4.34
C -4.56 -3.49 5.03
C -3.40 -2.77 5.17
O 0.24 1.06 1.12
Si -1.16 1.97 1.44
C -1.36 3.26 0.05
C -1.87 4.65 0.50
C -3.38 4.70 0.76
O -3.71 4.57 2.13
C -0.86 2.82 3.12
O 0.34 3.18 3.33
O -1.81 2.93 3.92
P -1.94 -0.80 -0.48
C -3.30 -1.30 0.66
O -1.62 -2.19 -1.40
H 7.49 1.12 4.70
H 8.50 0.24 3.56
H 7.86 -0.63 5.00
H 5.52 -0.27 3.98
H 6.31 0.67 2.72
H 7.66 -1.86 2.60
H 5.94 -2.25 3.04
H 6.11 -2.29 0.60
H 6.62 -0.54 0.62
H 4.60 0.20 1.32
H 4.10 -1.31 2.10
H 4.39 -1.44 -0.92
H 3.26 -2.21 0.21
H 2.60 0.44 0.59
H 3.05 0.43 -1.13
H 0.99 -0.40 -1.63
H 1.43 -1.92 -0.88
H 1.34 -1.98 2.05
H -0.22 -2.72 1.75
H -0.07 -2.11 4.08
H 0.71 -0.13 5.03
H 1.88 -0.69 3.86
H 0.87 0.72 3.42
H -2.26 0.34 4.93
H -1.41 -1.11 5.48
H -4.38 -0.03 3.48
H -6.41 -1.36 3.24
H -6.53 -3.61 4.22
H -4.63 -4.48 5.47
H -2.57 -3.20 5.71
H -2.38 1.15 1.62
H -2.09 2.87 -0.68
H -0.38 3.40 -0.41
H -1.35 5.05 1.38
H -1.65 5.35 -0.32
H -3.89 3.93 0.15
H -3.79 5.66 0.42
H -4.25 3.79 2.27
H -3.96 -1.96 0.09
H -2.98 -1.79 1.58
H -3.89 -0.41 0.87
H -1.48 -2.94 -0.81
C -1.29 1.24 -7.40
C -0.83 0.02 -6.62
N 0.29 0.27 -5.64
C 1.48 0.75 -6.41
C 0.73 -1.04 -5.02
C -0.27 -1.77 -4.13
C 0.00 1.35 -4.61
C -1.26 1.22 -3.78
O -2.43 1.24 -4.58
C -3.49 0.48 -3.99
H -0.51 1.62 -8.05
H -2.13 0.95 -8.03
H -1.63 2.05 -6.75
H -0.46 -0.74 -7.31
H -1.66 -0.42 -6.08
H 1.70 0.03 -7.20
H 2.32 0.83 -5.73
H 1.27 1.72 -6.84
H 1.64 -0.83 -4.45
H 1.00 -1.68 -5.86
H -0.26 -1.39 -3.11
H 0.03 -2.82 -4.05
H -1.29 -1.76 -4.51
H -0.04 2.29 -5.17
H 0.87 1.38 -3.96
H -1.30 2.10 -3.11
H -1.23 0.35 -3.13
H -3.26 0.28 -2.95
H -3.61 -0.46 -4.53
H -4.42 1.05 -4.07
```

=====

Q: Among the records above, which one has the lowest molar mass?
A: C4H6N2O

=====

Q: Which of these has the lowest E_tot?
A: C28H30GeNO4PSTeV

=====

Copy entry 1 word for word.
This record from OMol25 describes a single C4H6N2O molecule. The level of theory is wB97M-V/def2-TZVPD.

Results
Molar mass   98.1 g/mol
Lowest unoccupied orbital energy   0.848 eV
E_tot   -9272.51221 eV
HOMO   -7.442 eV
SMILES   Nc1c[nH]c(O)c1
Gap between HOMO and LUMO   0.305 Eh

```
13
C4H6N2O (wB97M-V/def2-TZVPD)
N -2.11 0.72 -0.52
C -0.84 0.15 -0.30
C -0.49 -1.17 -0.19
N 0.86 -1.22 0.11
C 1.34 0.05 0.19
O 2.64 0.24 0.55
C 0.34 0.93 -0.09
H -2.82 0.01 -0.66
H -2.38 1.26 0.29
H -1.09 -2.07 -0.24
H 1.43 -2.05 0.21
H 2.71 1.15 0.84
H 0.42 2.01 -0.18
```

=====

Q: Among the records above, which one has the lowest E_tot?
A: C28H30GeNO4PSTeV